# 1
Density functional theory data (ωB97M-V/def2-TZVPD) for a cluster of 5 separate species, C17H45NO7 in total at a distorted geometry.

Computed properties:
SMILES   COCCNCCOC.CC(C)O.CC(C)O.CC(C)O.OCCO
Lowest unoccupied orbital energy   0.018 hartree
E   -1255.9379 Ha
Orbital gap   9.39 eV
ΔE to the lowest compared entry with this formula, charge and spin   55.8 kcal per mole
HOMO energy   -8.9 eV

```
! wB97M-V def2-TZVPD RIJCOSX def2/J DEFGRID3
* xyz 0 1
C -0.149 -4.386 -1.549
O -0.422 -3.547 -0.473
C -1.794 -3.631 -0.080
C -2.693 -2.602 -0.747
N -2.743 -1.282 -0.124
C -1.471 -0.579 0.115
C -1.724 0.915 0.594
O -2.545 1.624 -0.220
C -2.802 3.000 0.126
H 0.907 -4.149 -1.670
H -0.710 -4.083 -2.433
H -0.469 -5.397 -1.294
H -1.703 -3.360 0.972
H -2.147 -4.661 -0.136
H -3.697 -3.011 -0.855
H -2.467 -2.657 -1.812
H -3.346 -0.675 -0.661
H -0.825 -0.760 -0.743
H -1.079 -0.999 1.042
H -0.796 1.486 0.600
H -2.348 1.032 1.480
H -3.397 3.346 0.971
H -3.292 3.482 -0.720
H -1.858 3.523 0.280
C 2.373 0.699 -0.732
C 2.910 -0.326 0.327
C 2.274 -0.265 1.708
O 2.690 -1.575 -0.303
H 2.602 1.724 -0.442
H 1.302 0.714 -0.934
H 2.736 0.614 -1.756
H 3.972 -0.094 0.416
H 2.423 -1.099 2.394
H 1.259 0.128 1.653
H 2.848 0.414 2.339
H 1.813 -1.674 -0.680
C -1.670 -0.457 -5.046
C -0.128 -0.569 -5.088
C 0.603 -1.233 -3.905
O 0.163 -1.250 -6.287
H -1.879 0.305 -4.295
H -2.189 -1.409 -4.941
H -2.131 -0.003 -5.922
H 0.380 0.395 -5.104
H 0.162 -1.016 -2.932
H 1.690 -1.164 -3.911
H 0.422 -2.301 -4.028
H -0.747 -1.294 -6.588
C 0.718 -0.459 5.048
C 0.572 -1.247 6.349
C 1.524 -0.872 7.403
O -0.700 -1.016 6.843
H 1.791 -0.341 4.899
H 0.177 0.485 4.987
H 0.197 -0.960 4.232
H 0.517 -2.318 6.157
H 1.599 0.209 7.522
H 2.520 -1.227 7.135
H 1.138 -1.272 8.340
H -1.360 -1.098 6.150
O 0.544 4.313 -3.196
C 1.149 4.066 -1.865
C 1.532 5.278 -0.950
O 0.457 5.943 -0.298
H -0.347 4.523 -2.908
H 0.514 3.483 -1.199
H 1.984 3.377 -1.994
H 2.133 6.041 -1.446
H 2.192 4.767 -0.249
H 0.841 6.432 0.434
*
```

Results of the natural (NBO) charge analysis, in e, for atoms 1 through 4: atom 1 (C): -0.249, atom 2 (O): -0.548, atom 3 (C): -0.091, atom 4 (C): -0.255

# 2
Density functional theory data (ωB97M-V/def2-TZVPD) for a cluster of 3 separate species, C17H46B2N2O9P2 in total at a distorted geometry.

Computed properties:
SMILES   CCOP(=O)(OCC)OCC.CCOP(=O)(OCC)OCC.NCCCCCBB(N)O
Lowest unoccupied orbital energy   -0.020 hartree
E   -2194.5010 Ha
Orbital gap   8.71 eV
HOMO energy   -9.2 eV

```
! wB97M-V def2-TZVPD RIJCOSX def2/J DEFGRID3
* xyz 0 1
C -0.198 0.905 0.602
C -0.369 0.333 -0.793
O -1.148 -0.862 -0.772
P -2.783 -0.805 -0.740
O -3.101 0.294 -1.686
O -3.158 -2.110 -1.667
C -4.232 -2.028 -2.611
C -3.684 -1.913 -4.017
O -2.948 -1.650 0.616
C -2.151 -2.828 0.852
C -1.230 -2.599 2.036
H -1.169 1.052 1.085
H 0.327 1.858 0.564
H 0.377 0.233 1.229
H -0.800 1.074 -1.468
H 0.607 0.062 -1.201
H -4.888 -1.187 -2.383
H -4.826 -2.938 -2.508
H -2.962 -1.102 -4.099
H -4.489 -1.738 -4.733
H -3.170 -2.833 -4.299
H -1.587 -3.112 -0.030
H -2.848 -3.639 1.063
H -0.853 -1.579 2.052
H -0.388 -3.290 2.008
H -1.763 -2.758 2.975
C 1.281 -0.694 -9.772
C 0.993 -1.937 -8.951
O 1.649 -1.897 -7.687
P 1.001 -1.083 -6.437
O -0.458 -1.319 -6.507
O 1.428 -2.049 -5.182
C 0.502 -2.304 -4.119
C -0.050 -3.710 -4.233
O 2.203 -0.065 -6.162
C 3.567 -0.525 -6.186
C 4.313 0.132 -7.333
H 1.035 0.212 -9.213
H 0.705 -0.705 -10.698
H 2.339 -0.642 -10.033
H -0.082 -2.078 -8.832
H 1.375 -2.816 -9.471
H -0.299 -1.565 -4.117
H 1.043 -2.196 -3.177
H -0.455 -3.906 -5.225
H -0.836 -3.880 -3.495
H 0.750 -4.432 -4.057
H 3.623 -1.607 -6.256
H 4.010 -0.241 -5.232
H 3.675 0.238 -8.207
H 5.195 -0.450 -7.602
H 4.644 1.133 -7.053
N -0.050 5.954 9.859
C -0.937 4.955 9.239
C -0.453 3.521 9.500
C 0.220 2.982 8.214
C 0.785 1.577 8.414
C 1.808 1.133 7.330
B 1.491 1.788 5.939
B 0.736 1.007 4.602
N 0.835 1.614 3.252
O -0.002 -0.162 4.746
H -0.146 6.813 9.330
H 0.919 5.679 9.748
H -0.919 5.124 8.155
H -1.971 5.082 9.561
H 0.267 3.488 10.320
H -1.295 2.862 9.719
H 0.989 3.715 7.958
H -0.570 2.990 7.456
H -0.054 0.877 8.405
H 1.242 1.522 9.404
H 1.909 0.047 7.287
H 2.789 1.504 7.656
H 1.766 2.950 5.825
H 1.722 2.117 3.266
H 0.148 2.373 3.263
H -0.944 0.040 4.714
*
```

Results of the Löwdin charge analysis, in e, for atoms 1 through 4: atom 1 (C): -0.104, atom 2 (C): -0.278, atom 3 (O): -0.219, atom 4 (P): 0.563

# 3
Density functional theory data (ωB97M-V/def2-TZVPD) for a cluster of 7 separate species, C17H46FNO9P in total.

Computed properties:
Lowest unoccupied orbital energy   -0.139 hartree
E   -1848.2767 Ha
Orbital gap   8.09 eV
ΔE to the lowest compared entry with this formula, charge and spin   0.0 kcal per mole
HOMO energy   -11.9 eV

```
! wB97M-V def2-TZVPD RIJCOSX def2/J DEFGRID3
* xyz 1 1
O -2.040 -0.705 -3.213
P -0.636 -0.955 -3.542
O -0.023 0.236 -4.420
O -0.359 -2.299 -4.332
C 0.392 -1.013 -2.053
C 0.150 0.182 -1.092
C 1.318 1.169 -0.929
C 0.901 2.459 -1.650
F 1.603 2.693 -2.805
C -0.555 2.225 -1.949
N -0.927 1.071 -1.589
H 0.786 0.002 -4.894
H 0.582 -2.557 -4.303
H 1.446 -1.033 -2.336
H 0.176 -1.950 -1.541
H -0.182 -0.214 -0.135
H 2.242 0.800 -1.369
H 1.506 1.377 0.122
H 0.981 3.332 -0.996
H -1.241 2.935 -2.393
H -1.892 0.738 -1.656
C 1.910 -3.354 -7.979
C 1.280 -3.029 -6.645
O 2.250 -2.708 -5.630
H 2.600 -4.192 -7.884
H 1.143 -3.616 -8.706
H 2.467 -2.498 -8.367
H 0.733 -3.885 -6.251
H 0.574 -2.198 -6.731
H 2.794 -1.982 -5.954
C -4.793 3.155 0.387
C -4.187 1.790 0.640
O -2.874 1.670 0.080
H -4.849 3.358 -0.682
H -5.799 3.211 0.803
H -4.196 3.944 0.850
H -4.784 1.013 0.166
H -4.146 1.574 1.712
H -2.300 2.321 0.515
C 0.187 4.906 2.966
C -0.087 4.224 1.646
O -1.307 3.467 1.673
H 0.200 4.178 3.774
H 1.143 5.429 2.930
H -0.591 5.639 3.189
H 0.694 3.492 1.423
H -0.117 4.953 0.829
H -2.016 4.060 1.949
C 0.080 0.869 6.361
C -1.045 1.855 6.131
O -0.942 2.517 4.865
H 1.046 1.372 6.303
H 0.003 0.399 7.341
H 0.065 0.079 5.606
H -1.021 2.649 6.875
H -2.016 1.355 6.207
H -0.985 1.847 4.175
C -1.676 -5.449 -4.779
C -1.075 -6.830 -4.600
O 0.074 -7.030 -5.417
H -1.951 -5.291 -5.823
H -2.567 -5.325 -4.163
H -0.962 -4.673 -4.504
H -1.786 -7.597 -4.903
H -0.823 -7.009 -3.549
H 0.754 -6.406 -5.144
C 4.652 -0.348 8.010
C 3.465 0.455 8.507
O 2.297 -0.344 8.668
H 4.414 -0.833 7.063
H 5.522 0.294 7.867
H 4.922 -1.125 8.728
H 3.194 1.224 7.784
H 3.712 0.958 9.448
H 2.491 -1.027 9.318
*
```

Results of the Löwdin charge analysis, in e, for atoms 1 through 4: atom 1 (O): -0.231, atom 2 (P): 0.425, atom 3 (O): -0.099, atom 4 (O): -0.117